Entry 1:
2 unconnected molecules or ions with the total composition C7H9N, computed with ωB97M-V with the def2-TZVPD basis set.

Its SMILES is c1ccncc1.C=C. The HOMO energy comes out at -7.965 eV. The electronic energy comes out at -8892.44801 eV. The value obtained for the molecular weight is 107.156 g mol⁻¹. As for the total charge: 0. Its relative energy (zero: lowest compared OMol25 entry of this formula, charge and spin) is 62.5 kcal/mol.

Last column: Mulliken charge in e.
Positions of all 17 atoms, in Å:
C (0.193, 1.019, -0.104)  -0.107
C (1.526, 1.325, -0.083)  -0.738
C (2.407, 0.278, 0.046)  -0.041
C (1.940, -1.045, 0.098)  -0.747
C (0.566, -1.225, 0.012)  0.027
C (-3.059, 0.558, 0.239)  -0.960
C (-2.527, -0.632, -0.194)  -0.048
H (-0.604, 1.763, -0.144)  0.363
H (1.862, 2.349, -0.121)  0.370
H (3.474, 0.496, 0.091)  0.344
H (2.598, -1.889, 0.080)  0.366
H (0.159, -2.220, 0.062)  0.338
H (-2.956, 0.865, 1.169)  0.428
H (-3.823, 1.045, -0.410)  0.219
H (-2.033, -1.315, 0.616)  0.073
H (-2.773, -1.175, -1.132)  0.286
N (-0.312, -0.227, -0.043)  -0.175



Entry 2:
C7H9N in the gas phase, computed with ωB97M-V with the def2-TZVPD basis set.

Its SMILES is C1[C@@H]2[C@H]3N[C@H]4[C@@H]2[C@H]4[C@@H]13. The HOMO energy comes out at -8.998 eV. The electronic energy comes out at -8891.37591 eV. The value obtained for the molecular weight is 107.156 g mol⁻¹. As for the total charge: 0. Its relative energy (zero: lowest compared OMol25 entry of this formula, charge and spin) is 87.2 kcal/mol.

Last column: Mulliken charge in e.
Positions of all 17 atoms, in Å:
C (-1.825, 0.031, -0.059)  -0.648
C (-0.552, 0.164, 1.058)  -0.236
C (0.142, 1.152, 0.023)  -0.757
C (1.574, -0.439, -0.104)  -0.435
C (0.465, -0.975, 0.816)  -0.423
C (0.378, -1.040, -0.682)  -0.365
C (-0.658, 0.119, -1.017)  -0.254
H (-2.313, 1.058, 0.075)  0.275
H (-2.457, -0.781, 0.193)  0.403
H (-0.686, 0.394, 2.105)  0.526
H (-0.119, 2.188, 0.141)  0.474
H (1.997, 1.484, -0.703)  0.234
H (2.597, -0.802, -0.089)  0.450
H (0.564, -1.787, 1.698)  0.297
H (0.160, -1.856, -1.419)  0.395
H (-0.852, 0.071, -2.072)  0.536
N (1.585, 1.018, 0.034)  -0.472



Entry 3:
C7H9N in the gas phase, computed with ωB97M-V with the def2-TZVPD basis set.

The HOMO energy (alpha / beta) comes out at -8.793 / -7.888 eV. The electronic energy comes out at -8890.35067 eV. The value obtained for the molecular weight is 107.156 g mol⁻¹. As for the total charge: 0. Its relative energy (zero: lowest compared OMol25 entry of this formula, charge and spin) is 110.8 kcal/mol.

Last column: Mulliken charge in e.
Positions of all 17 atoms, in Å:
C (0.958, 1.753, -2.133)  0.378
C (-0.567, -0.661, 0.053)  0.868
C (-0.799, -1.939, 0.426)  -1.130
C (-0.750, -0.080, -1.401)  -0.445
C (0.680, 0.487, -1.721)  -0.663
C (0.004, 0.344, 0.837)  -0.409
C (0.480, 0.359, 2.231)  -1.162
N (1.411, 2.798, -2.383)  -0.455
H (-0.457, -2.444, 1.368)  0.244
H (-1.408, -2.599, -0.116)  0.333
H (-1.063, -0.889, -2.103)  0.371
H (-1.631, 0.712, -1.577)  0.241
H (1.496, -0.104, -1.726)  0.456
H (-0.031, 1.278, 0.399)  0.490
H (0.155, -0.561, 2.910)  0.259
H (-0.036, 1.114, 2.710)  0.354
H (1.558, 0.430, 2.226)  0.271



Entry 4:
C7H9N in the gas phase, computed with ωB97M-V with the def2-TZVPD basis set.

Its SMILES is C1=C[C@@H]2NCC=C2C1. The HOMO energy comes out at -8.673 eV. The electronic energy comes out at -8890.60417 eV. The value obtained for the molecular weight is 107.156 g mol⁻¹. As for the total charge: 0. Its relative energy (zero: lowest compared OMol25 entry of this formula, charge and spin) is 105.0 kcal/mol.

Last column: Mulliken charge in e.
Positions of all 17 atoms, in Å:
C (1.492, 1.586, 0.158)  -0.471
C (0.402, -0.511, 1.049)  0.124
C (-1.241, -0.779, 1.042)  -0.656
C (-1.766, -1.123, -0.103)  -0.340
C (-0.785, -1.127, -1.335)  -0.438
C (0.471, -0.402, -0.604)  -0.130
C (1.156, 0.621, -1.026)  -0.527
H (2.558, 1.380, 0.199)  0.231
H (1.154, 2.653, 0.071)  0.337
H (-0.111, 1.583, 1.838)  0.301
H (1.010, -1.430, 1.345)  0.266
H (-1.669, -0.407, 2.006)  0.324
H (-2.732, -1.424, -0.269)  0.508
H (-1.428, -0.536, -2.138)  0.278
H (-0.526, -2.114, -1.645)  0.305
H (1.231, 1.047, -2.013)  0.415
N (0.785, 0.984, 1.426)  -0.527



Entry 5:
A gas-phase ion, C7H9N2O (charge +1), computed with ωB97M-V with the def2-TZVPD basis set.

Its SMILES is Nc1cc(CC=O)cc[nH+]1. The HOMO energy comes out at -13.432 eV. The electronic energy comes out at -12426.20830 eV. The value obtained for the molecular weight is 137.162 g mol⁻¹. As for the total charge: +1. Its relative energy (zero: lowest compared OMol25 entry of this formula, charge and spin) is 0.0 kcal/mol.

Last column: Mulliken charge in e.
Positions of all 19 atoms, in Å:
N (2.276, -1.364, 1.450)  -0.521
C (1.482, -0.579, 0.625)  0.152
C (0.164, -0.936, 0.340)  -0.375
C (-0.608, -0.103, -0.445)  0.967
C (-2.048, -0.405, -0.749)  -1.133
C (-2.875, 0.448, 0.205)  0.135
O (-3.297, 1.507, -0.118)  -0.398
C (-0.074, 1.099, -0.938)  -0.459
C (1.225, 1.416, -0.643)  -0.551
N (1.965, 0.566, 0.112)  -0.025
H (3.116, -0.882, 1.749)  0.251
H (2.498, -2.263, 1.040)  0.270
H (-0.240, -1.849, 0.738)  0.421
H (-2.243, -1.464, -0.605)  0.418
H (-2.258, -0.119, -1.772)  0.364
H (-3.003, 0.041, 1.218)  0.371
H (-0.693, 1.760, -1.519)  0.461
H (1.684, 2.323, -0.994)  0.397
H (2.929, 0.803, 0.307)  0.255



Entry 6:
2 unconnected molecules or ions with the total composition C7H9N2O, computed with ωB97M-V with the def2-TZVPD basis set.

The HOMO energy comes out at -11.941 eV. The electronic energy comes out at -12422.14925 eV. The value obtained for the molecular weight is 137.162 g mol⁻¹. As for the total charge: +1. Its relative energy (zero: lowest compared OMol25 entry of this formula, charge and spin) is 93.6 kcal/mol.

Last column: Mulliken charge in e.
Positions of all 19 atoms, in Å:
C (2.107, 0.521, 0.660)  -0.806
C (1.095, 1.244, 1.187)  -0.120
C (1.735, -0.727, 0.128)  0.084
C (-0.557, -0.256, 0.518)  -0.367
C (-2.838, 0.586, -0.764)  0.926
C (-3.320, -0.619, -1.009)  -1.193
C (0.042, -2.071, -0.893)  -0.831
N (-0.152, 0.731, 1.288)  0.034
N (0.444, -1.031, 0.023)  0.213
O (-2.367, 1.612, -0.681)  -0.331
H (3.051, 0.841, 0.505)  0.504
H (1.146, 2.321, 1.461)  0.393
H (2.388, -1.505, -0.101)  0.519
H (-0.863, 1.244, 1.907)  0.352
H (-3.328, -1.329, -0.124)  0.308
H (-3.602, -0.934, -1.967)  0.359
H (-1.027, -1.762, -1.191)  0.186
H (0.646, -2.182, -1.740)  0.446
H (0.060, -3.039, -0.294)  0.323



Entry 7:
2 unconnected molecules or ions with the total composition C7H9N2O2, computed with ωB97M-V with the def2-TZVPD basis set.

The HOMO energy comes out at -1.402 eV. The electronic energy comes out at -14477.74624 eV. The value obtained for the molecular weight is 153.161 g mol⁻¹. As for the total charge: -1. Its relative energy (zero: lowest compared OMol25 entry of this formula, charge and spin) is 78.5 kcal/mol.

Last column: Mulliken charge in e.
Positions of all 20 atoms, in Å:
C (1.473, -0.953, -1.144)  -0.781
C (1.404, -1.897, -0.085)  0.176
C (1.068, 0.325, -0.774)  -0.360
C (0.768, -1.618, 1.071)  -0.913
C (-1.552, 0.438, -1.657)  0.616
C (0.317, 0.617, 0.335)  0.244
C (-0.113, 2.039, 0.771)  -1.193
N (-0.021, -0.447, 1.252)  -0.034
N (-1.492, -0.740, 1.166)  -0.831
O (-1.290, -0.468, -2.362)  -0.423
O (-2.049, 1.464, -1.428)  -0.422
H (2.266, -1.162, -1.874)  0.235
H (1.975, -2.862, -0.171)  0.303
H (1.274, 1.230, -1.291)  0.361
H (0.671, -2.166, 1.909)  0.470
H (-0.865, 1.901, 1.484)  0.354
H (-0.492, 2.719, -0.131)  0.206
H (0.660, 2.571, 1.209)  0.359
H (-1.906, -0.974, 0.214)  0.261
H (-2.098, -0.015, 1.504)  0.373



Entry 8:
A gas-phase ion, C7H9N2S (charge +1), computed with ωB97M-V with the def2-TZVPD basis set.

Its SMILES is C[C@H]1[NH+]=CNc2sccc21. The HOMO energy (alpha / beta) comes out at -12.511 / -12.511 eV. The electronic energy comes out at -21213.49875 eV. The value obtained for the molecular weight is 153.230 g mol⁻¹. As for the total charge: +1. Its relative energy (zero: lowest compared OMol25 entry of this formula, charge and spin) is 0.0 kcal/mol.

Last column: Mulliken charge in e.
Positions of all 19 atoms, in Å:
C (1.726, -1.473, -0.057)  -0.733
C (3.071, -1.249, 0.130)  -0.269
C (0.979, -0.264, -0.155)  0.259
C (1.785, 0.847, -0.206)  0.100
C (-0.071, 2.346, -0.008)  -0.079
C (-0.527, -0.062, -0.494)  0.521
C (-1.529, -1.055, 0.163)  -1.628
N (1.251, 2.117, -0.094)  -0.080
N (-0.936, 1.329, -0.023)  -0.141
S (3.455, 0.362, 0.009)  -0.165
H (1.254, -2.456, -0.160)  0.319
H (3.738, -2.118, 0.193)  0.434
H (-0.404, 3.327, 0.236)  0.426
H (-0.651, -0.229, -1.561)  0.121
H (-1.518, -0.968, 1.213)  0.467
H (-1.322, -2.038, -0.119)  0.414
H (-2.528, -0.813, -0.220)  0.465
H (1.858, 2.882, -0.333)  0.273
H (-1.925, 1.272, 0.251)  0.295